1.
{
  "formula": "H4N2O2S2",
  "method": "ωB97M-V with the def2-TZVPD basis set",
  "elements": ["N", "N", "O", "O", "S", "S", "H", "H", "H", "H"],
  "positions_angstrom": [[-1.329, 1.080, 0.567], [1.396, -1.122, -0.843], [-1.219, -1.066, -0.695], [1.338, 1.038, 0.447], [-1.535, -0.589, 0.631], [1.542, -0.411, 0.711], [-1.606, 1.639, 1.346], [-0.458, 1.466, 0.104], [1.215, -0.341, -1.466], [0.655, -1.693, -0.800]],
  "charge": 0,
  "multiplicity": 1,
  "relative_energy_ev": 0.729,
  "lumo_energy_ev": [-0.9, -0.6]
}

***

2.
{
  "formula": "C5H6O2",
  "method": "ωB97M-V with the def2-TZVPD basis set",
  "elements": ["C", "C", "C", "O", "C", "C", "O", "H", "H", "H", "H", "H", "H"],
  "positions_angstrom": [[-2.521, -0.887, -0.947], [-1.337, -0.672, -0.966], [0.086, -0.406, -0.967], [0.859, -0.907, -1.765], [0.614, 0.525, 0.045], [0.298, 0.322, 1.493], [2.068, 0.677, -0.204], [-3.574, -1.086, -0.944], [0.634, 1.573, -0.354], [0.706, 1.140, 2.095], [0.754, -0.615, 1.825], [-0.782, 0.274, 1.652], [2.194, 0.062, -0.962]],
  "charge": 0,
  "smiles": "C#CC(=O)[C@@H](C)O",
  "multiplicity": 1,
  "relative_energy_ev": 3.049,
  "lumo_energy_ev": -0.2
}

***

3.
{
  "formula": "C31H39BBrCaN9P",
  "method": "ωB97M-V with the def2-TZVPD basis set",
  "elements": ["Ca", "C", "C", "N", "N", "C", "B", "N", "C", "C", "C", "N", "N", "C", "C", "C", "N", "N", "C", "C", "C", "N", "H", "H", "H", "H", "H", "H", "H", "H", "H", "H", "H", "H", "C", "C", "C", "C", "P", "C", "C", "C", "C", "C", "C", "C", "C", "C", "C", "H", "H", "H", "H", "H", "H", "H", "H", "H", "H", "H", "H", "H", "H", "H", "H", "H", "H", "H", "H", "H", "H", "H", "Br", "C", "C", "C", "C", "N", "C", "H", "H", "H", "H"],
  "positions_angstrom": [[0.231, -0.859, -0.259], [2.758, -3.110, -3.064], [2.278, -3.005, -1.766], [1.157, -2.274, -1.724], [0.888, -1.918, -3.017], [1.851, -2.396, -3.821], [-0.321, -0.962, -3.374], [-1.599, -1.335, -2.505], [-2.671, -2.018, -2.939], [-3.585, -2.124, -1.908], [-2.984, -1.461, -0.848], [-1.788, -0.976, -1.196], [0.143, 0.510, -3.021], [0.253, 1.595, -3.803], [0.916, 2.586, -3.105], [1.192, 2.010, -1.876], [0.726, 0.758, -1.801], [-0.685, -1.148, -4.816], [-0.732, -2.318, -5.525], [-1.366, -2.067, -6.706], [-1.698, -0.697, -6.638], [-1.306, -0.144, -5.505], [3.630, -3.635, -3.412], [2.687, -3.421, -0.857], [1.837, -2.196, -4.879], [-2.729, -2.369, -3.957], [-4.551, -2.596, -1.937], [-3.362, -1.305, 0.151], [-0.152, 1.574, -4.801], [1.176, 3.569, -3.460], [1.734, 2.428, -1.043], [-0.335, -3.238, -5.131], [-1.571, -2.763, -7.501], [-2.206, -0.092, -7.375], [1.321, 4.665, 1.078], [1.749, 3.469, 1.934], [1.762, 3.823, 3.433], [3.152, 2.993, 1.520], [0.576, 2.056, 1.736], [1.103, 0.687, 2.731], [2.104, -0.147, 2.210], [2.606, -1.196, 2.966], [2.125, -1.397, 4.253], [1.149, -0.558, 4.787], [0.622, 0.476, 4.031], [-1.234, 2.356, 1.766], [-1.969, 1.023, 1.954], [-1.622, 3.350, 2.870], [-1.606, 2.922, 0.374], [2.039, 5.469, 1.253], [0.337, 5.046, 1.346], [1.331, 4.443, 0.012], [2.470, 4.651, 3.535], [2.121, 3.002, 4.054], [0.800, 4.166, 3.806], [3.822, 3.852, 1.590], [3.197, 2.630, 0.493], [3.538, 2.222, 2.186], [2.548, 0.062, 1.238], [3.383, -1.833, 2.564], [2.522, -2.205, 4.854], [0.797, -0.711, 5.798], [-0.128, 1.125, 4.463], [-1.803, 0.564, 2.926], [-1.727, 0.293, 1.177], [-3.039, 1.222, 1.854], [-1.357, 3.009, 3.871], [-2.711, 3.447, 2.832], [-1.201, 4.340, 2.710], [-1.476, 2.182, -0.417], [-1.030, 3.807, 0.110], [-2.660, 3.208, 0.398], [-2.040, -3.031, 4.927], [-1.502, -3.499, 3.195], [-1.764, -4.758, 2.681], [-1.347, -5.034, 1.389], [-0.696, -4.054, 0.666], [-0.440, -2.840, 1.165], [-0.838, -2.575, 2.416], [-2.282, -5.500, 3.274], [-1.528, -6.002, 0.941], [-0.365, -4.231, -0.351], [-0.623, -1.590, 2.821]],
  "s_squared": 0.753,
  "charge": 2,
  "multiplicity": 2,
  "relative_energy_ev": 0.130,
  "lumo_energy_ev": [-5.6, -8.6]
}